No. 1
C3H10N2S | ωB97M-V/def2-TZVPD

```
16
C3H10N2S ωB97M-V/def2-TZVPD
S 1.58035 -1.59224 0.77930
N -1.72791 2.38710 -0.20116
N 0.30339 0.48696 -1.53346
C -0.09456 0.34828 -0.19032
C -1.54217 0.97816 0.05356
C -0.13116 -1.10426 0.27884
H -1.89017 0.58135 1.00918
H -1.59721 2.53223 -1.19027
H -0.39321 -1.68109 -0.61160
H -0.76427 -1.32284 1.13195
H 1.31900 -1.97708 2.03680
H 0.45931 0.96885 0.54681
H 0.15332 1.36998 -1.95673
H 1.05458 -0.02527 -1.95231
H -1.02132 2.92749 0.28024
H -2.12767 0.38289 -0.65983
```

Values from the calculation:
Lowest unoccupied orbital energy ... 0.932 eV
HOMO-LUMO gap ... 9.6 eV
Structure (SMILES) ... NC[C@H](N)CS
Energy above the lowest of the compared OMol25 structures with the same formula, charge and spin ... 14.8 kcal per mole

---

No. 2
C11H12N2P2 | ωB97M-V/def2-TZVPD

```
27
C11H12N2P2 ωB97M-V/def2-TZVPD
P 0.06664 1.37756 -0.48178
P 1.41776 3.04338 -0.85227
N -1.26803 1.93552 0.29596
N -1.60922 -0.25545 -0.31025
C -2.16699 0.89278 0.24806
C 3.62214 -0.53926 -0.63839
C -3.45225 0.87089 0.67243
C 1.45652 0.16008 -0.25431
C -2.33810 -1.36881 -0.36854
C -3.53637 -1.42422 0.25661
C 1.30216 -0.93756 0.55061
C 2.65795 0.43430 -0.88774
C 3.52685 -1.51204 0.29898
C 2.29682 -1.79081 0.89909
C -4.15258 -0.29459 0.68872
H 4.65921 -0.32523 -1.11148
H -3.82244 1.77682 1.10925
H 2.18345 -2.67591 1.48217
H 0.27981 -1.11884 0.87793
H -0.09331 1.09608 -1.86291
H -5.21234 -0.41091 1.10336
H 2.37560 2.74113 0.16770
H 4.44039 -2.14946 0.40542
H -4.01107 -2.36403 0.33679
H 0.54091 3.92169 -0.26008
H -1.94518 -2.23565 -0.72910
H 2.78168 1.15254 -1.63623
```

Values from the calculation:
Lowest unoccupied orbital energy ... 0.564 eV
HOMO-LUMO gap ... 8.6 eV

---

No. 3
C32H34N6O2Pb | ωB97M-V/def2-TZVPD

```
75
C32H34N6O2Pb ωB97M-V/def2-TZVPD
Pb -0.63980 0.15485 -0.57277
O -0.02178 1.98647 0.50349
O 1.85004 -0.33984 -1.21559
N -1.37957 -2.41338 -0.24979
N 2.95137 2.70559 -0.75365
N -2.46927 0.39162 1.03028
N 2.11713 3.40702 -1.24361
N 0.86555 -0.92330 1.37200
N 2.06156 1.98550 -3.13775
C -0.16881 -3.12272 1.86455
C -1.27458 1.92102 2.56367
C 2.97235 -0.42939 -0.73927
C 0.01223 -1.67358 2.30681
C -2.34690 1.05562 2.12446
C 0.63959 3.36651 2.27961
C 3.50799 1.53957 2.51445
C 2.10869 -0.97971 1.58797
C -1.41512 -2.74556 -1.68334
C -3.70301 -1.49075 -0.08667
C 5.32764 -0.92667 -1.06170
C 0.50774 3.81282 3.57662
C 1.59667 3.07452 -2.53200
C 3.67610 2.21564 0.15907
C 4.69054 2.11828 2.71912
C 1.53099 1.72031 -4.32322
C 2.99756 1.27506 1.12543
C 5.52174 -1.05147 0.37612
C 5.07091 2.57172 0.33190
C 0.62944 3.93615 -3.01262
C 0.54732 2.51684 -4.91611
C -0.50394 3.31789 4.40409
C -2.72260 -2.58344 0.34096
C -0.38555 -3.30716 0.37070
C 5.52399 2.53736 1.59559
C 0.08854 3.63773 -4.25721
C -3.76170 -0.28234 0.83556
C -0.22277 2.39136 1.74455
C -1.38736 2.40531 3.88296
C 3.18623 -0.27204 0.77017
C 4.53847 -0.76008 1.22252
C 4.13221 -0.62585 -1.59081
H -0.61225 3.67247 5.41868
H 5.64521 2.96027 -0.49609
H -2.62932 -2.57430 1.42756
H 6.48056 -1.39023 0.74401
H -2.20929 2.04960 4.49387
H 2.89851 1.19013 3.33928
H -4.45886 0.44339 0.40967
H 0.43910 -1.64361 3.31263
H -3.17026 0.98891 2.84323
H -3.49647 -1.17035 -1.11094
H 0.16340 2.24849 -5.89064
H 1.18827 4.56780 3.95002
H -0.41495 -2.63439 -2.10513
H 6.53054 2.87834 1.80303
H -0.66971 4.27204 -4.69426
H 1.90346 0.84154 -4.83540
H -1.74603 -3.77807 -1.83745
H 0.55708 -3.12767 -0.15242
H 5.06762 2.27443 3.72031
H -2.08830 -2.08676 -2.22959
H 0.72176 -3.69969 2.12524
H 2.49073 -1.53887 2.44894
H 6.17395 -1.10859 -1.71267
H -4.70834 -1.91216 -0.11890
H -0.94726 -1.16307 2.34539
H -0.98459 -3.55502 2.44564
H -4.16463 -0.58041 1.80856
H -3.10891 -3.57235 0.06253
H -0.65562 -4.35384 0.17835
H 3.95853 -0.56828 -2.65628
H 0.32663 4.79629 -2.43279
H 1.39695 3.78718 1.62785
H 1.92381 1.45086 1.04265
H 4.68967 -0.85596 2.29063
```

Values from the calculation:
Net charge ... +2
Lowest unoccupied orbital energy ... -6.737 eV
HOMO-LUMO gap ... 6.3 eV
Energy above the lowest of the compared OMol25 structures with the same formula, charge and spin ... 3.2 kcal per mole

---

No. 4
C10H15F2N2 | ωB97M-V/def2-TZVPD

```
29
C10H15F2N2 ωB97M-V/def2-TZVPD
F 3.10989 -2.13219 0.90051
F 5.14937 -0.28348 -0.48795
N 0.58241 1.44635 0.76773
N -0.39512 -0.33015 -0.41785
C 3.32586 1.12302 -0.92875
C 3.83173 -0.18321 -0.42160
C 2.99244 1.97527 0.28189
C -1.62411 0.30856 -0.87086
C 3.04649 -1.06183 0.14301
C 1.82661 2.15191 0.95678
C 0.56506 0.34112 0.10763
C -2.46533 0.46273 0.41879
C -0.08677 -1.70152 -0.69912
C -0.41315 -2.56600 0.53008
H -3.28178 -0.26745 0.57873
H -1.60603 1.38638 -1.23598
H -1.84713 0.62435 1.41912
H -1.48926 -2.47078 0.96905
H 0.99839 -1.79312 -1.01697
H 0.30045 -2.25211 1.19838
H 3.89576 2.65634 0.55688
H 2.55711 0.94115 -1.58232
H -2.36391 -0.28075 -1.50522
H 4.24067 1.52027 -1.46968
H 1.95586 2.81602 1.79196
H -0.13268 -3.69587 0.25016
H -0.80399 -2.00860 -1.56344
H -3.03731 1.40973 0.28393
H -0.26244 2.06149 1.03351
```

Values from the calculation:
Net charge ... +1
Lowest unoccupied orbital energy (spin up / spin down) ... -5.752 / -4.566 eV
HOMO-LUMO gap (spin up / spin down) ... 7.4 / 8.4 eV
Energy above the lowest of the compared OMol25 structures with the same formula, charge and spin ... 108.7 kcal per mole

---

No. 5
C18H33AlF9O3S | ωB97M-V/def2-TZVPD

```
65
C18H33AlF9O3S ωB97M-V/def2-TZVPD
S -4.46985 2.74096 0.94087
Al 1.40054 -1.22204 -2.27608
F -5.56822 3.16574 -0.12589
F -3.41654 2.34327 2.04643
F -4.61282 -0.14346 -0.73203
F -5.30745 1.43423 1.25464
F -5.29862 3.50394 2.05088
F -3.84856 2.22045 -1.58444
F -3.68086 4.08708 0.64532
F -2.15574 2.28498 -0.20337
F -3.24762 -0.09016 0.98255
O 2.37645 0.17206 -1.68011
O 0.46931 1.37076 4.90533
O 0.97962 -0.76308 4.57504
C 1.85574 -3.98923 0.88975
C -0.00957 -0.52940 -3.58687
C 0.77612 0.49458 4.11914
C 2.35562 -2.81932 1.75678
C -1.46537 -1.02838 -3.47664
C 0.62892 -2.37163 -0.77428
C 2.66821 2.15060 -0.35137
C 2.40293 3.10138 -1.51651
C 1.48824 -2.61230 2.99791
C -3.37999 0.28072 -0.32556
C -3.41010 1.83633 -0.37678
C 1.07485 3.86601 -1.38621
C 1.46748 -3.65768 -0.55608
C 0.89189 0.69487 2.64145
C 1.94077 0.82506 -0.52984
C -2.40239 -0.12871 -2.65557
C 2.01327 -1.55566 3.95986
C -2.27859 -0.33290 -1.15505
H 0.46132 -1.84799 0.16927
H -3.43984 -0.26300 -2.95829
H 1.21077 4.91061 -1.66320
H -0.00007 0.56471 -3.56101
H 3.21445 3.82722 -1.56365
H 0.31196 3.46903 -2.05220
H 3.73385 1.96589 -0.22148
H 0.87934 -4.50256 -0.92026
H 0.86267 1.05839 -0.57211
H -1.31374 -0.01759 -0.77163
H -1.90873 -1.06004 -4.47647
H 0.69925 3.84166 -0.36553
H -2.36938 -1.39572 -0.92898
H 0.47065 -2.38001 2.68737
H 0.48198 1.66146 2.38534
H 2.48820 -2.04175 4.80746
H 0.40264 -0.10185 2.09181
H 2.42875 -2.17998 -3.10486
H 1.44291 -3.56975 3.51799
H 2.75193 -0.90653 3.49288
H 2.65128 -4.73729 0.86497
H 1.01980 -4.47052 1.40007
H -1.50804 -2.05149 -3.09724
H 0.36733 -0.81197 -4.57085
H 2.13168 0.20583 0.35529
H 1.94551 0.70268 2.36666
H 2.41158 2.51988 -2.43465
H 2.39785 -1.89479 1.18518
H -2.13359 0.89951 -2.90220
H 2.29758 2.61759 0.56763
H 3.37553 -3.01729 2.09309
H 2.36001 -3.64772 -1.18183
H -0.36308 -2.67573 -1.11185
```

Values from the calculation:
Net charge ... -1
Lowest unoccupied orbital energy ... 2.344 eV
HOMO-LUMO gap ... 7.3 eV

---

No. 6
C5H9N2 | ωB97M-V/def2-TZVPD

```
16
C5H9N2 ωB97M-V/def2-TZVPD
N -0.89495 -0.24247 -1.41034
N -1.33602 -1.42935 0.62877
C -0.79162 0.90114 -0.52798
C 1.59639 -0.33373 1.17663
C 0.38702 1.44486 -0.10494
C -1.38162 -1.35324 -0.70010
C 1.59697 0.68498 0.11122
H -2.07680 -0.65108 0.12726
H 0.40877 -0.51849 1.35941
H -1.71780 1.35051 -0.10388
H -1.34421 -2.32805 -1.24075
H 0.35202 2.42821 0.31737
H 2.21138 -1.12255 0.81279
H -1.30925 -0.06840 -2.30390
H 1.90479 0.06851 2.20194
H 2.39493 1.16914 -0.34351
```

Values from the calculation:
Net charge ... +1
Lowest unoccupied orbital energy ... -7.220 eV
HOMO-LUMO gap ... 5.9 eV
Energy above the lowest of the compared OMol25 structures with the same formula, charge and spin ... 207.2 kcal per mole

---

No. 7
C5H12N | ωB97M-V/def2-TZVPD

```
18
C5H12N ωB97M-V/def2-TZVPD
N -1.58669 -0.61678 -1.41478
C 2.84585 0.60387 0.32279
C 0.53997 -0.47868 0.43263
C 1.33248 0.62738 0.17703
C -0.99622 -0.34821 0.95175
C -1.93841 0.13600 -0.13762
H 3.19476 -0.11769 1.11875
H -1.48497 -1.35133 1.33293
H 0.91764 1.59266 -0.00768
H 0.83075 -1.50242 0.61845
H -3.05611 0.05585 0.24734
H -2.27032 -0.37085 -2.18023
H 3.34842 1.53188 0.68521
H -0.95121 0.46498 1.71538
H -1.87470 1.17421 -0.53607
H 3.35332 0.30862 -0.55931
H -0.67360 -0.07685 -1.60719
H -1.53093 -1.63265 -1.15939
```

Values from the calculation:
Net charge ... +1
Lowest unoccupied orbital energy ... -3.658 eV
HOMO-LUMO gap ... 9.7 eV
Structure (SMILES) ... C/C=C/CC[NH3+]
Energy above the lowest of the compared OMol25 structures with the same formula, charge and spin ... 56.5 kcal per mole

---

No. 8
C8H24BKO4 | ωB97M-V/def2-TZVPD

```
38
C8H24BKO4 ωB97M-V/def2-TZVPD
K -0.75170 0.48045 -0.10466
O 0.56629 -1.04081 -1.04204
O -1.71854 -0.44831 2.06248
O 1.09733 1.75856 -1.21905
O 0.96361 -0.55801 1.22222
C 0.84240 -2.40129 -0.72889
C 1.10179 -0.45671 -2.22794
C -3.08341 -0.73604 2.12799
C 0.61177 -1.20855 2.49840
C 1.13225 3.20316 -1.36863
C 2.36025 -0.25411 1.21900
C 0.81561 1.07646 -2.47194
C -0.82146 -1.53792 2.43527
B -2.12371 1.67291 -1.28091
H 0.78950 -1.02641 -3.10317
H 2.68210 0.31525 0.34702
H -2.82412 2.33645 -1.76400
H -0.23903 1.21212 -2.71156
H 1.18181 -2.13298 2.59099
H -1.12373 1.95033 -1.57642
H 0.78979 -0.59426 3.38104
H 1.83445 -2.50091 -0.28842
H 0.58141 -3.19567 -1.42815
H -3.68691 0.11944 1.82459
H -2.17512 1.82655 -0.21413
H -1.09651 -2.01728 3.37477
H 1.98250 3.62304 -1.90610
H -2.29045 0.64965 -1.57983
H 0.15287 -2.70409 0.05912
H -0.98111 -2.25601 1.63093
H -3.50245 -1.02114 3.09299
H 1.43524 1.51814 -3.25237
H 2.17589 -0.62209 -2.31194
H 2.41536 0.44571 2.05284
H 1.08525 3.68575 -0.39241
H 3.01638 -1.12074 1.29988
H 0.16554 3.53933 -1.74354
H -3.36111 -1.57999 1.49656
```

Values from the calculation:
Lowest unoccupied orbital energy ... 0.078 eV
HOMO-LUMO gap ... 8.4 eV
Energy above the lowest of the compared OMol25 structures with the same formula, charge and spin ... 110.1 kcal per mole

---

Quick rundown of energy, same order as above: -17087.964 -33156.974 -52002.651 -19014.177 -67234.925 -8296.746 -6861.109 -33869.359 eV